112
Properties=species:S:1:pos:R:3 method="wB97M-V/def2-TZVPD" total_energy_ha=-3303.14073 e_homo_ev=-9.02 lumo_ev=0.42 gap_ev=9.45
C 2.683 -2.068 -0.215
C 2.155 -0.747 -0.844
C 0.658 -0.567 -0.574
C 3.070 0.423 -0.359
C 2.419 1.433 0.614
C 3.565 2.005 1.508
C 1.847 2.571 -0.235
O 1.352 3.702 0.489
Si -0.125 3.453 1.224
C -1.565 4.328 0.377
C -2.344 3.402 -0.579
O -1.432 2.469 -1.215
C -1.607 2.366 -2.534
O -1.527 3.263 -3.270
O -0.048 4.127 2.765
Si 0.025 2.893 3.948
H 1.901 -2.827 -0.151
H 3.088 -1.853 0.775
H 3.467 -2.439 -0.878
H 2.282 -0.817 -1.925
H 0.130 -1.424 -1.005
H 0.457 -0.564 0.500
H 0.221 0.321 -1.030
H 3.931 0.006 0.163
H 3.444 0.993 -1.219
H 1.713 0.975 1.303
H 4.451 2.098 0.881
H 3.279 2.946 1.975
H 3.745 1.243 2.265
H 2.682 2.941 -0.841
H 1.115 2.199 -0.960
H -0.364 2.001 1.246
H -2.280 4.562 1.176
H -1.315 5.280 -0.091
H -3.087 2.816 -0.044
H -2.849 4.029 -1.313
H -1.822 1.350 -2.895
H 0.911 1.791 3.551
H -1.341 2.416 4.163
H 0.604 3.537 5.148
C -3.585 3.246 -6.757
O -3.945 2.087 -6.559
N -2.857 3.926 -5.845
N -3.895 3.921 -7.901
H -2.546 4.871 -5.966
H -2.625 3.432 -4.995
H -4.436 3.432 -8.591
H -3.612 4.865 -8.082
C -1.315 -0.241 6.238
O -1.256 0.227 5.115
N -2.438 -0.888 6.686
N -0.294 -0.157 7.136
H -2.539 -1.273 7.608
H -3.202 -0.961 6.038
H 0.541 0.312 6.837
H -0.334 -0.540 8.061
C -6.190 1.379 -3.820
O -5.269 1.772 -3.103
N -7.403 1.013 -3.301
N -6.082 1.276 -5.163
H -8.169 0.689 -3.860
H -7.519 1.073 -2.308
H -5.186 1.534 -5.600
H -6.832 0.959 -5.747
C 1.391 -0.332 -4.928
O 1.906 -0.455 -3.831
N 0.732 0.806 -5.305
N 1.427 -1.320 -5.871
H 0.300 0.928 -6.200
H 0.687 1.552 -4.635
H 1.902 -2.169 -5.626
H 1.009 -1.240 -6.778
C -1.491 -4.523 6.233
O -1.195 -4.293 7.400
N -2.084 -3.600 5.434
N -1.250 -5.731 5.640
H -2.338 -3.775 4.477
H -2.270 -2.703 5.865
H -0.812 -6.437 6.200
H -1.488 -5.937 4.688
C -4.314 -1.202 0.520
O -3.926 -1.592 1.613
N -5.544 -0.624 0.332
N -3.555 -1.313 -0.599
H -5.872 -0.297 -0.557
H -6.132 -0.523 1.137
H -2.650 -1.735 -0.487
H -3.847 -1.013 -1.527
C 6.834 -0.691 0.627
O 6.047 -0.055 1.309
N 7.896 -1.364 1.170
N 6.728 -0.789 -0.726
H 8.553 -1.890 0.627
H 8.009 -1.317 2.165
H 5.962 -0.308 -1.161
H 7.369 -1.311 -1.298
C -5.410 -4.601 3.749
O -4.343 -5.103 3.444
N -5.875 -3.509 3.081
N -6.207 -5.081 4.753
H -6.744 -3.052 3.279
H -5.284 -3.156 2.343
H -5.877 -5.885 5.254
H -7.086 -4.674 5.008
C 10.337 -1.505 -2.075
O 9.233 -1.830 -2.482
N 11.038 -0.469 -2.613
N 10.960 -2.156 -1.046
H 11.945 -0.185 -2.295
H 10.608 0.030 -3.370
H 10.473 -2.929 -0.631
H 11.865 -1.907 -0.697


14
Properties=species:S:1:pos:R:3 method="wB97M-V/def2-TZVPD" de_lowest_ev=5.439 total_energy_ha=-378.05395 total_charge=+1 e_homo_ev=-13.70 lumo_ev=-5.18 gap_ev=8.52
C 2.689 0.893 0.382
C 0.746 -0.596 1.143
C -0.218 -1.125 -1.032
N 2.791 0.145 -0.538
N -0.172 -0.429 0.264
O 2.918 -0.979 -0.986
O 2.680 2.096 0.877
H 1.507 -1.415 0.924
H 0.867 -0.027 1.950
H -1.342 -1.357 -1.165
H 0.234 -0.337 -1.826
H 0.420 -2.080 -0.952
H 3.427 2.572 0.440
H -0.970 0.199 0.281